{
  "formula": "C45H61BrIN2O2P3S2ScSi",
  "method": "ωB97M-V/def2-TZVPD",
  "elements": ["Sc", "C", "C", "C", "P", "C", "C", "C", "C", "C", "C", "C", "C", "C", "Si", "C", "C", "C", "C", "C", "C", "P", "C", "C", "C", "C", "C", "C", "C", "C", "C", "C", "C", "C", "P", "C", "C", "C", "C", "C", "C", "H", "H", "H", "H", "H", "H", "H", "H", "H", "H", "H", "H", "H", "H", "H", "H", "H", "H", "H", "H", "H", "H", "H", "H", "H", "H", "H", "H", "H", "H", "H", "H", "H", "H", "H", "H", "H", "H", "H", "H", "H", "H", "H", "H", "H", "H", "H", "H", "H", "H", "H", "H", "H", "H", "N", "C", "H", "Br", "I", "C", "H", "H", "O", "S", "O", "N", "C", "S", "C", "C", "C", "C", "C", "C", "H", "H", "H", "H"],
  "coordinates": [[0.116, -1.069, -0.484], [-0.112, 3.354, -4.576], [0.613, 2.226, -3.845], [1.857, 2.800, -3.182], [-0.438, 1.216, -2.649], [-1.831, 0.766, -3.841], [-1.256, 0.237, -5.160], [-2.762, -0.290, -3.249], [-1.115, 2.543, -1.546], [-2.097, 3.409, -2.027], [-2.628, 4.419, -1.239], [-2.186, 4.563, 0.066], [-1.223, 3.694, 0.560], [-0.656, 2.678, -0.216], [0.587, 1.430, 0.603], [0.560, 1.933, 2.486], [1.346, 2.973, 2.996], [1.314, 3.344, 4.330], [0.471, 2.678, 5.206], [-0.310, 1.638, 4.729], [-0.266, 1.244, 3.389], [-1.258, -0.167, 2.719], [-3.000, 0.197, 3.351], [-4.001, -0.557, 2.462], [-3.400, -0.023, 4.812], [-0.605, -1.681, 3.613], [-1.519, -2.867, 3.291], [-0.246, -1.669, 5.098], [2.261, 2.214, 0.018], [2.428, 3.598, -0.111], [3.643, 4.161, -0.460], [4.737, 3.341, -0.705], [4.591, 1.969, -0.617], [3.363, 1.400, -0.270], [3.166, -0.424, -0.163], [4.249, -0.664, 1.347], [4.629, -2.120, 1.629], [3.536, -0.053, 2.556], [4.254, -1.043, -1.548], [3.854, -0.351, -2.851], [4.038, -2.555, -1.681], [0.561, 3.781, -5.325], [-0.379, 4.150, -3.879], [-1.015, 3.027, -5.091], [0.940, 1.480, -4.573], [1.587, 3.622, -2.521], [2.543, 3.187, -3.942], [2.384, 2.054, -2.594], [-2.420, 1.660, -4.053], [-0.506, -0.533, -4.982], [-0.811, 1.018, -5.774], [-2.061, -0.221, -5.740], [-2.205, -1.183, -2.958], [-3.509, -0.594, -3.986], [-3.300, 0.064, -2.376], [-2.478, 3.295, -3.033], [-3.382, 5.082, -1.645], [-2.594, 5.343, 0.697], [-0.903, 3.805, 1.589], [2.009, 3.509, 2.338], [1.940, 4.157, 4.681], [0.428, 2.956, 6.253], [-0.957, 1.128, 5.422], [-3.094, 1.268, 3.132], [-4.069, -1.604, 2.763], [-3.702, -0.553, 1.414], [-4.999, -0.117, 2.549], [-3.313, -1.075, 5.086], [-4.450, 0.261, 4.934], [-2.823, 0.570, 5.517], [0.328, -1.848, 3.063], [-2.426, -2.844, 3.900], [-0.995, -3.803, 3.499], [-1.806, -2.871, 2.237], [-1.115, -1.512, 5.739], [0.507, -0.920, 5.333], [0.176, -2.647, 5.351], [1.573, 4.247, 0.052], [3.739, 5.238, -0.543], [5.695, 3.771, -0.972], [5.440, 1.330, -0.838], [5.158, -0.089, 1.142], [3.764, -2.776, 1.544], [5.015, -2.204, 2.648], [5.406, -2.467, 0.948], [2.592, -0.570, 2.744], [3.320, 1.005, 2.406], [4.162, -0.149, 3.447], [5.307, -0.843, -1.322], [2.779, -0.457, -3.018], [4.361, -0.812, -3.702], [4.095, 0.712, -2.841], [2.983, -2.771, -1.849], [4.340, -3.096, -0.786], [4.602, -2.945, -2.531], [-3.044, 0.565, 0.091], [-2.070, 0.046, -0.262], [-3.970, 0.761, 0.408], [1.108, -2.860, 1.177], [1.075, -2.722, -4.145], [0.156, -2.716, -2.143], [-0.874, -2.977, -2.406], [0.579, -3.633, -1.730], [-5.863, -2.771, -2.758], [-5.787, -2.493, -1.349], [-6.785, -1.612, -0.798], [-4.284, -1.981, -0.935], [-3.673, -2.844, -0.162], [-2.113, -2.685, 0.473], [-4.488, -4.044, 0.199], [-4.151, -5.098, 1.032], [-5.086, -6.108, 1.221], [-6.323, -6.071, 0.585], [-6.662, -5.010, -0.247], [-5.727, -4.012, -0.415], [-3.180, -5.118, 1.510], [-4.849, -6.940, 1.871], [-7.030, -6.877, 0.737], [-7.622, -4.962, -0.743]],
  "atomic_forces_ev_per_a": [[-0.419, -0.370, 0.371], [-0.030, -0.097, -0.030], [0.100, -0.113, 0.161], [-0.051, -0.060, -0.027], [0.037, 0.224, -0.303], [0.061, -0.141, 0.151], [-0.018, 0.076, 0.010], [0.001, 0.075, 0.050], [-0.030, 0.019, -0.071], [-0.006, -0.021, 0.011], [-0.006, 0.009, 0.017], [-0.033, 0.014, -0.041], [0.084, 0.013, 0.005], [-0.035, -0.104, 0.140], [0.226, 0.626, -0.438], [0.007, -0.210, -0.260], [-0.028, -0.046, 0.006], [-0.032, 0.004, -0.021], [-0.013, -0.001, -0.036], [0.028, 0.023, 0.032], [-0.171, -0.173, 0.004], [0.254, -0.240, 0.799], [0.028, -0.094, -0.246], [-0.010, -0.209, 0.056], [0.104, 0.042, -0.056], [-0.137, 0.135, 0.326], [0.344, 0.182, 0.758], [-0.072, 0.151, -0.102], [-0.122, -0.064, 0.159], [0.019, 0.001, 0.134], [-0.044, 0.038, 0.038], [0.060, -0.014, -0.025], [-0.028, 0.011, 0.005], [0.047, -0.017, 0.001], [0.183, 0.183, -0.390], [-0.356, -0.204, 0.135], [0.089, 0.069, -0.058], [0.004, -0.005, -0.054], [-0.235, -0.089, 0.035], [0.059, 0.052, 0.077], [0.036, 0.029, 0.099], [-0.001, 0.011, -0.003], [-0.001, 0.017, -0.009], [-0.012, 0.040, 0.011], [-0.021, -0.058, -0.001], [0.014, 0.002, 0.003], [-0.021, 0.023, -0.012], [0.029, 0.050, 0.001], [0.044, 0.024, 0.004], [-0.008, -0.016, -0.030], [0.026, -0.010, -0.017], [-0.018, 0.001, 0.014], [-0.027, -0.019, 0.021], [0.020, -0.001, -0.026], [-0.010, -0.010, -0.038], [0.029, 0.032, -0.004], [-0.022, -0.017, 0.015], [0.003, -0.013, 0.019], [-0.006, 0.017, 0.025], [0.126, 0.091, -0.161], [0.008, -0.013, -0.001], [-0.010, 0.003, -0.013], [-0.017, -0.152, 0.061], [0.027, 0.023, -0.021], [-0.061, 0.013, 0.052], [-0.343, -0.663, 1.021], [-0.070, -0.009, 0.052], [0.029, -0.006, 0.004], [-0.009, -0.020, 0.010], [0.031, -0.013, 0.022], [-0.313, 0.181, 0.323], [-0.089, 0.012, 0.097], [0.044, -0.044, 0.056], [0.179, -0.284, 1.615], [-0.019, 0.041, 0.054], [0.043, 0.138, 0.067], [-0.019, 0.017, 0.011], [0.005, 0.024, 0.041], [-0.003, -0.003, -0.019], [-0.007, -0.002, -0.017], [0.014, 0.007, 0.017], [-0.012, 0.030, -0.026], [0.040, -0.017, 0.039], [0.037, 0.012, -0.012], [-0.010, -0.033, -0.001], [0.014, 0.001, 0.013], [-0.017, -0.003, 0.023], [-0.004, -0.004, 0.001], [-0.001, 0.029, 0.044], [0.008, 0.013, -0.044], [-0.018, -0.040, 0.001], [0.027, -0.013, -0.031], [0.025, -0.010, -0.032], [0.014, -0.025, -0.029], [-0.011, 0.000, -0.014], [0.135, 0.550, -0.976], [0.390, 0.275, 0.033], [0.065, 0.229, -0.326], [0.202, -0.217, -0.565], [-0.094, -0.016, 0.185], [0.038, 0.279, -0.276], [-0.024, 0.081, 0.042], [0.049, 0.065, 0.110], [0.040, -0.043, 0.032], [-0.044, -0.019, 0.052], [0.026, -0.013, 0.067], [-0.232, -0.133, -0.086], [0.209, 0.425, -0.288], [-0.343, -0.592, -2.589], [-0.090, -0.155, 0.049], [-0.036, 0.009, -0.043], [0.026, -0.042, 0.047], [-0.027, 0.024, -0.044], [-0.072, 0.042, -0.044], [0.202, 0.228, -0.004], [0.020, -0.008, 0.006], [0.011, -0.002, -0.012], [0.002, 0.003, 0.022], [-0.002, -0.026, 0.009]],
  "lowdin_charge": [0.2357, -0.1179, -0.5281, -0.1157, 1.0940, -0.5265, -0.1397, -0.1311, -0.3794, -0.1110, -0.0910, -0.0897, -0.1032, -0.3097, 0.6443, -0.2965, -0.1100, -0.0879, -0.0898, -0.1024, -0.3550, 1.0784, -0.5011, -0.1508, -0.1127, -0.5939, -0.2287, -0.1111, -0.3148, -0.1395, -0.0891, -0.0830, -0.1084, -0.4028, 1.0181, -0.5247, -0.1402, -0.1122, -0.5424, -0.1425, -0.1386, 0.0806, 0.0698, 0.0587, 0.0927, 0.0705, 0.0879, 0.0381, 0.0801, -0.0310, 0.0567, 0.0812, 0.0578, 0.0855, 0.0355, 0.0853, 0.0971, 0.0971, 0.0901, 0.0829, 0.0978, 0.0972, 0.0739, 0.1014, 0.0748, -0.0144, 0.0880, 0.0622, 0.0753, 0.0493, -0.0589, 0.0672, 0.0767, -0.1517, 0.0587, 0.0594, 0.0757, 0.1026, 0.1002, 0.0973, 0.0993, 0.0993, -0.0074, 0.0732, 0.0630, 0.0582, 0.0570, 0.0796, 0.1015, 0.0173, 0.0796, 0.0514, 0.0084, 0.0507, 0.0786, 0.1491, -0.2493, 0.1175, 0.2444, 0.6538, -0.7640, -0.0899, -0.0923, -0.3069, 0.6268, -0.3187, -0.0876, -0.6988, 0.7281, -0.2152, -0.0196, -0.0725, -0.0811, -0.0419, -0.2137, 0.1054, 0.1011, 0.0995, 0.1175],
  "relative_energy_ev": 2.831,
  "homo_ev": -4.6,
  "molar_mass_g_mol": 1098.9,
  "energy_ev": -210991.74870,
  "total_charge": -1,
  "max_force_ev_per_a": 2.678,
  "e_lumo_ev": 2.28
}